Record 1
Computed, not measured: C35H50N4O3SbSi3V as an isolated structure, with ωB97M-V with the def2-TZVPD basis set.

Atoms and positions in Å:
V -1.3467 1.0049 1.2261
C -5.2048 1.2762 -0.1508
C -4.1484 1.5053 0.8887
O -2.9194 1.2413 0.5726
C -4.4626 1.9656 2.1400
C -3.4890 2.1665 3.1603
C -3.8944 2.7638 4.4745
N -2.2409 1.8205 2.9675
N -1.3467 1.9907 3.9885
C -0.1629 1.6274 3.5917
O 0.0047 1.2077 2.3646
C 0.9571 1.6450 4.5464
C 2.2694 1.6591 4.0818
C 3.3255 1.6273 4.9775
C 3.0796 1.5746 6.3419
C 1.7713 1.5666 6.8087
C 0.7129 1.6054 5.9186
H -4.9980 1.8706 -1.0420
H -6.1860 1.5402 0.2338
H -5.2071 0.2233 -0.4399
H -5.4910 2.2023 2.3646
H -4.9211 3.1205 4.4387
H -3.2266 3.5875 4.7230
H -3.7996 2.0203 5.2671
H 2.4491 1.7151 3.0179
H 4.3425 1.6431 4.6062
H 3.9064 1.5463 7.0399
H 1.5781 1.5225 7.8729
H -0.3128 1.6087 6.2603
C -2.3257 -0.2630 -1.9683
Sb -0.1818 0.0337 -2.1094
C 0.0191 1.3343 -0.3209
C 1.4939 1.4157 -0.0767
C 2.2714 0.5761 0.7335
C 3.6350 0.7795 0.8337
C 4.2396 1.8115 0.1310
C 3.4148 2.6148 -0.6327
N 2.1053 2.4250 -0.7263
Si -0.3984 3.1664 -0.8414
C -2.2656 3.5836 -0.9704
C 0.2283 3.8096 -2.5202
C 0.0828 4.2319 0.6650
C 0.4871 -2.1984 -2.1080
C 0.7752 -2.8359 -0.7807
C 1.1886 -4.1838 -0.7435
C 1.5013 -4.7850 0.4545
C 1.4185 -4.0391 1.6221
C 0.9823 -2.7389 1.5112
N 0.6529 -2.1506 0.3537
Si -0.8859 -3.2140 -2.9613
C -0.2935 -4.8702 -3.6877
C -2.1940 -3.7203 -1.6916
C -1.6007 -2.2802 -4.4526
Si 2.1028 -2.1162 -3.1341
C 3.2675 -0.7632 -2.5246
C 1.6828 -1.7959 -4.9497
C 3.1529 -3.6960 -3.0912
H -2.8065 0.7109 -2.0271
H -2.5653 -0.7238 -1.0161
H -2.6759 -0.8862 -2.7871
H 1.8048 -0.1994 1.3054
H 4.2303 0.1319 1.4676
H 5.3046 1.9903 0.1843
H 3.8124 3.4545 -1.1959
H -2.8161 2.9052 -1.6265
H -2.3633 4.5886 -1.3869
H -2.7553 3.5930 0.0047
H 0.2160 3.0127 -3.2675
H 1.2485 4.1788 -2.4472
H -0.4064 4.6226 -2.8815
H -0.5158 3.9304 1.5322
H -0.1228 5.2884 0.4787
H 1.1325 4.1353 0.9383
H 1.2510 -4.7442 -1.6643
H 1.8078 -5.8232 0.4847
H 1.6724 -4.4556 2.5869
H 0.8948 -2.1184 2.3992
H -0.1766 -5.6377 -2.9208
H 0.6498 -4.7782 -4.2281
H -1.0443 -5.2306 -4.3949
H -1.7402 -4.3536 -0.9260
H -2.9902 -4.2954 -2.1691
H -2.6512 -2.8753 -1.1789
H -1.2051 -2.6942 -5.3808
H -1.3625 -1.2157 -4.4361
H -2.6877 -2.3832 -4.4878
H 2.8135 0.2297 -2.5619
H 4.1724 -0.7391 -3.1357
H 3.5705 -0.9504 -1.4948
H 0.9661 -0.9810 -5.0644
H 1.2615 -2.6856 -5.4231
H 2.5874 -1.5286 -5.4994
H 3.4920 -3.9350 -2.0822
H 4.0375 -3.5376 -3.7120
H 2.6254 -4.5654 -3.4863
O -2.4206 -1.6863 1.7156
C -1.8405 -0.7282 1.5305

Forces on atoms 1 to 6 (eV/Å):
V 2.4184 1.8840 -1.3176
C 0.2507 -0.0258 -0.0374
C -0.9352 0.2546 0.6109
O -3.3673 0.6242 -1.6309
C 0.0844 -0.0969 -0.3721
C 0.4498 0.0169 0.3740

Properties
2S+1	3
frontier orbital gap (spin up / spin down)	7.4 / 6.6	eV
relative energy (zero: lowest compared OMol25 entry of this formula, charge and spin)	117.5	kJ/mol
expectation value of S²	2.02
charge	0
F_max	3.79	eV/A
energy	-105069.4757	eV

Record 2
Computed, not measured: C11H8N2S3 in the gas phase, with ωB97M-V with the def2-TZVPD basis set.

Atoms and positions in Å:
N 3.3347 0.0761 3.4885
C 2.4399 -0.1779 2.8456
N -2.5608 1.5710 -2.3197
S 0.2913 -1.8339 2.3532
S -2.7730 0.3248 -1.1999
S -2.1759 -2.5309 0.6295
C -1.3535 2.0748 -2.2477
C 1.2566 -0.4342 2.0941
C -0.8908 -1.4059 1.1447
C -1.1513 0.4749 -0.5831
C -0.5016 -0.2309 0.5334
C 0.7153 0.3357 1.0982
C -0.4984 1.4624 -1.2513
C -1.0436 -3.4419 -0.4879
C 1.2849 1.6736 0.6208
C 0.9720 1.8311 -0.9047
H -1.0211 2.9052 -2.9011
H -1.5234 -4.3801 -0.7976
H -0.8237 -2.8551 -1.3911
H -0.0742 -3.6688 -0.0326
H 0.8724 2.4846 1.2559
H 2.3575 1.7047 0.7322
H 1.1624 2.8359 -1.2178
H 1.7041 1.2048 -1.4617

Forces on atoms 1 to 6 (eV/Å):
N 2.1030 0.4765 1.3227
C -2.3350 -0.3859 -1.3252
N 0.0110 -0.2471 0.2636
S -0.5822 -0.5142 0.2151
S 1.0741 0.9600 -0.5233
S 1.3705 0.2213 0.1008

Properties
SMILES string	CSc1sc(C#N)c2c1-c1sncc1CC2
frontier orbital gap	8.6	eV
relative energy (zero: lowest compared OMol25 entry of this formula, charge and spin)	51.5	kJ/mol
charge	0
F_max	2.71	eV/A
energy	-47022.2321	eV

Record 3
Computed, not measured: C20H39B2BrF4MnN4O4SbSe4Si as an isolated structure, with ωB97M-V with the def2-TZVPD basis set.

Atoms and positions in Å:
Mn 0.4789 -0.2133 -0.1000
C -0.2460 -4.3404 -0.4250
C -0.0416 -2.9169 -0.0298
N 0.5284 -2.0492 -0.7879
O 0.8095 -2.3809 -2.0610
B 1.7341 -1.4039 -2.7692
F 2.9092 -1.3004 -2.0508
F 1.8669 -1.9092 -4.0409
O 1.1451 -0.0171 -2.9638
N 0.8832 0.6406 -1.8197
C 0.6270 1.9002 -1.8648
C 0.7947 2.7205 -3.0987
C -0.0066 2.4493 -0.6323
N -0.1736 1.5924 0.3100
O -1.0075 1.9074 1.3178
B -0.9378 0.9842 2.5200
F 0.3432 0.9977 3.0443
F -1.9104 1.4419 3.3721
O -1.3355 -0.4508 2.2175
N -0.5418 -1.0885 1.3388
C -0.6599 -2.3610 1.2057
C -1.4985 -3.2066 2.1041
C -0.5682 3.8286 -0.5489
H 0.3795 -4.5723 -1.2822
H -1.2898 -4.5151 -0.7001
H -0.0032 -5.0059 0.4036
H 1.4018 2.1731 -3.8141
H 1.2702 3.6721 -2.8597
H -0.1750 2.9322 -3.5576
H -1.7647 -2.6382 2.9906
H -0.9599 -4.1097 2.3923
H -2.4180 -3.5132 1.5978
H -0.5132 4.3494 -1.5013
H -0.0199 4.3991 0.2041
H -1.6050 3.7778 -0.2136
C -7.0084 -0.6735 -1.2743
C -5.5360 -1.0045 -0.9739
C -5.2016 -0.5155 0.4456
C -5.3863 -2.5324 -0.9461
Si -4.3853 -0.2244 -2.2976
Br -2.3072 -0.3284 -1.3824
C -4.6720 1.6549 -2.5691
C -4.9755 2.3668 -1.2426
C -5.8529 1.8916 -3.5262
C -3.4239 2.3487 -3.1421
C -4.2418 -1.2397 -3.9189
C -3.4708 -0.4602 -4.9944
C -3.4644 -2.5505 -3.7105
C -5.6374 -1.5738 -4.4730
H -7.6487 -1.2150 -0.5699
H -7.3101 -0.9667 -2.2821
H -7.2223 0.3891 -1.1539
H -5.9056 -0.9805 1.1447
H -5.2872 0.5611 0.5655
H -4.1939 -0.7998 0.7496
H -6.0026 -2.9292 -0.1324
H -4.3532 -2.8300 -0.7527
H -5.7171 -3.0086 -1.8690
H -5.9221 2.0544 -0.8025
H -5.0451 3.4435 -1.4323
H -4.1828 2.2110 -0.5077
H -6.7650 1.3886 -3.1987
H -5.6327 1.5614 -4.5421
H -6.0694 2.9643 -3.5713
H -2.6117 2.3514 -2.4135
H -3.6778 3.3912 -3.3645
H -3.0497 1.8950 -4.0565
H -2.4632 -0.2046 -4.6604
H -3.9814 0.4508 -5.3058
H -3.3692 -1.0964 -5.8800
H -2.4206 -2.3598 -3.4600
H -3.4822 -3.1148 -4.6493
H -3.8879 -3.1877 -2.9374
H -6.2542 -0.6851 -4.6223
H -6.1853 -2.2588 -3.8246
H -5.5283 -2.0642 -5.4461
Se 5.4010 2.0492 3.7175
Sb 3.2247 1.1856 3.0309
Se 2.9100 -0.0756 1.0085
Se 2.3736 3.4911 3.2168
Se 3.1031 -0.0470 5.1665

Forces on atoms 1 to 6 (eV/Å):
Mn 0.9915 0.2418 0.7934
C -0.0134 0.0258 0.0029
C 0.0710 -0.0998 -0.1032
N -0.4344 0.0321 -0.1270
O 0.2335 -0.0562 0.0589
B -0.0431 0.0009 -0.0327

Properties
2S+1	6
frontier orbital gap (spin up / spin down)	7.1 / 6.0	eV
expectation value of S²	8.79
charge	-1
F_max	1.29	eV/A
energy	-424920.8637	eV

Record 4
Computed, not measured: a 8-piece molecular cluster, C21H53FN2O8PS overall, with ωB97M-V with the def2-TZVPD basis set.

Atoms and positions in Å:
C -0.5887 -1.9872 -5.8101
C 0.3873 -0.8048 -5.8222
F 0.1377 0.0781 -6.8570
C 1.8411 -1.1823 -5.7656
C 2.5910 -0.9053 -4.6347
P 1.9544 -0.0347 -3.1415
C 0.7120 -1.1211 -2.3552
O 1.1306 1.2303 -3.7956
C 3.9160 -1.3110 -4.6755
N 4.4010 -1.9330 -5.7252
N 3.7542 -2.2104 -6.8521
C 2.5003 -1.8230 -6.8499
S 1.6341 -2.2181 -8.3600
H -0.0010 -2.8924 -5.6915
H -1.0451 -2.0454 -6.7895
H -1.3010 -1.8808 -5.0084
H 0.1893 -0.2592 -4.9120
H 1.1837 -1.6225 -1.5235
H 0.2304 -1.8151 -3.0350
H -0.0193 -0.4471 -1.9319
H 0.5879 1.6310 -3.1108
H 4.5720 -1.1195 -3.8406
H 5.3672 -2.2358 -5.7072
H 1.2941 -0.9882 -8.7716
C -0.0736 0.2286 2.4232
C 1.2144 0.5910 1.7110
O 1.1254 0.3519 0.2993
H -0.3219 -0.8205 2.2552
H 0.0121 0.4008 3.4969
H -0.9080 0.8235 2.0417
H 2.0396 -0.0157 2.0776
H 1.4605 1.6433 1.8786
H 0.4052 0.8984 -0.0267
C 1.9960 3.3321 -8.5947
C 2.9671 2.3034 -8.0498
O 2.5530 1.8199 -6.7683
H 1.9065 4.1705 -7.9045
H 2.3263 3.7085 -9.5631
H 0.9999 2.8985 -8.7136
H 3.9540 2.7416 -7.9145
H 3.0605 1.4592 -8.7440
H 1.6796 1.4299 -6.8793
C -4.7461 -4.4976 -4.8241
C -3.2910 -4.2278 -4.4980
O -3.1044 -2.9005 -3.9892
H -5.1120 -3.7787 -5.5573
H -4.8760 -5.5030 -5.2240
H -5.3667 -4.3988 -3.9310
H -2.6764 -4.3081 -5.3936
H -2.9215 -4.9471 -3.7621
H -3.6343 -2.8180 -3.1887
C -2.6532 -1.2635 5.1783
C -1.8583 -0.6631 6.3218
O -1.2334 0.5577 5.9241
H -2.0011 -1.4494 4.3243
H -3.1256 -2.2023 5.4700
H -3.4334 -0.5730 4.8495
H -1.0651 -1.3389 6.6366
H -2.5095 -0.4732 7.1824
H -1.9298 1.1639 5.6559
C -4.1308 0.7516 -3.9358
C -2.6565 0.6456 -3.6003
O -2.3287 -0.6363 -3.0593
H -4.7352 0.5724 -3.0466
H -4.3742 1.7378 -4.3322
H -4.4097 0.0014 -4.6790
H -2.3839 1.3840 -2.8453
H -2.0475 0.8288 -4.4946
H -2.5569 -1.3005 -3.7222
C -0.2845 2.7486 8.8444
C 0.1831 1.5969 9.7131
O -0.9194 0.8358 10.2021
H -0.9512 3.4036 9.4063
H 0.5609 3.3359 8.4823
H -0.8420 2.3720 7.9838
H 0.7215 1.9674 10.5829
H 0.8530 0.9366 9.1511
H -1.3942 0.4934 9.4404
C 2.0850 1.9298 13.1714
C 3.3634 2.4605 12.5490
O 3.5383 3.8518 12.8036
H 1.2217 2.4757 12.7906
H 1.9544 0.8688 12.9528
H 2.0989 2.0620 14.2556
H 3.3388 2.3445 11.4662
H 4.2313 1.9121 12.9305
H 3.5764 3.9739 13.7557

Forces on atoms 1 to 6 (eV/Å):
C 1.0707 0.1318 -0.7054
C -0.6969 -0.3122 1.1863
F 0.1017 0.0852 -0.4784
C 0.6391 0.0591 -0.4017
C -1.4264 -0.2321 -0.7317
P 1.7822 0.7470 1.9777

Properties
frontier orbital gap	6.4	eV
relative energy (zero: lowest compared OMol25 entry of this formula, charge and spin)	45.3	kJ/mol
charge	+1
F_max	2.77	eV/A
energy	-64829.2551	eV

Look up the energy of the second one. -47022.2321 eV

Among the records above, which one has the highest energy? C11H8N2S3

The lowest F_max belongs to which entry? C20H39B2BrF4MnN4O4SbSe4Si

Look up the energy of the third one. -424920.8637 eV